(1)
The following is a quantum chemistry calculation of a cluster of 3 separate species, C3H14N2O2 in total in a non-equilibrium geometry, from the Open Molecules 2025 dataset.

CARTESIAN COORDINATES (ANGSTROEM)
C  -1.874  0.996  -0.193
C  -0.480  0.279  -0.191
N  -0.127  0.057  -1.669
C  -0.539  -1.153  0.483
N  0.832  -1.812  0.609
H  -2.305  1.161  -1.113
H  -2.583  0.260  0.111
H  -1.910  1.861  0.498
H  0.326  0.931  0.188
H  -0.954  -0.292  -2.187
H  0.165  0.744  -2.313
H  -1.160  -1.769  -0.108
H  -0.902  -0.967  1.493
H  1.364  -1.381  -0.121
H  0.827  -2.771  0.470
O  2.522  3.203  -1.960
H  2.919  2.944  -2.785
H  1.968  2.456  -1.757
O  0.623  -1.830  3.808
H  0.775  -2.051  2.899
H  0.513  -0.867  3.838

**Frontier orbital gap**: 10.1293 eV
**Total charge**: 0
**SMILES**: C[C@H](N)CN.O.O
**Energy relative to the best compared isomer or geometry (same formula, charge and spin)**: 1.591 eV
**LUMO energy**: 0.63 eV
**Molar mass**: 110.16 g mol⁻¹
**DFT total energy**: -10412.2005 eV

---

(2)
The following is a quantum chemistry calculation of a structure of composition C3H3NO2 in a non-equilibrium geometry, from the Open Molecules 2025 dataset.

CARTESIAN COORDINATES (ANGSTROEM)
O  0.135  1.399  -1.077
C  0.247  0.324  -0.277
C  -0.860  -0.134  0.393
O  -2.042  0.140  0.456
C  1.550  -0.241  -0.123
N  2.595  -0.724  0.014
H  -0.811  1.590  -1.176
H  -0.355  -0.945  1.284
H  -0.459  -1.409  0.506

**Frontier orbital gap**: 8.7844 eV
**Total charge**: 0
**Energy relative to the best compared isomer or geometry (same formula, charge and spin)**: 4.879 eV
**LUMO energy**: -0.30 eV
**Molar mass**: 85.06 g mol⁻¹
**DFT total energy**: -8740.2526 eV

---

(3)
The following is a quantum chemistry calculation of a cluster of 4 separate species, C43H88ClN3O4 in total in a non-equilibrium geometry, from the Open Molecules 2025 dataset.

CARTESIAN COORDINATES (ANGSTROEM)
C  11.855  -1.642  -1.661
C  10.857  -2.378  -0.559
Cl  9.381  -3.177  -1.396
C  10.463  -1.431  0.720
C  9.258  -0.350  0.433
O  9.118  0.058  -0.976
C  7.696  0.170  -1.362
C  7.129  1.650  -0.862
O  5.975  1.470  0.078
C  4.913  2.427  -0.306
C  3.858  2.698  0.921
C  2.507  3.554  0.448
O  1.298  2.843  0.938
C  0.178  3.812  1.146
C  -1.205  2.920  1.061
O  -2.369  3.695  0.516
C  -3.269  2.611  0.015
C  -4.277  1.846  1.058
C  -5.237  0.627  0.528
C  -5.225  0.124  -1.048
C  -6.140  -1.130  -1.606
C  -6.517  -0.728  -3.185
C  -7.576  -1.325  -0.845
C  -5.197  -2.461  -1.697
C  -5.239  -3.461  -0.404
C  -3.864  -4.408  -0.521
C  -5.140  -2.728  1.059
C  -6.494  -4.565  -0.452
C  -4.211  0.962  -2.080
C  -3.229  2.206  -1.573
H  11.911  -2.275  -2.649
H  11.510  -0.560  -1.960
H  12.912  -1.552  -1.122
H  11.488  -3.288  -0.115
H  11.418  -0.811  1.006
H  10.180  -2.073  1.675
H  8.256  -0.765  0.902
H  9.508  0.643  1.047
H  7.043  -0.731  -0.943
H  7.641  0.133  -2.538
H  7.927  2.282  -0.282
H  6.794  2.225  -1.850
H  5.420  3.465  -0.565
H  4.405  1.984  -1.288
H  3.588  1.656  1.399
H  4.442  3.332  1.743
H  2.475  3.613  -0.724
H  2.563  4.604  0.973
H  0.214  4.714  0.388
H  0.257  4.171  2.282
H  -0.999  2.076  0.250
H  -1.472  2.356  2.055
H  -4.298  2.162  2.190
H  -5.944  0.096  1.329
H  -5.566  -0.817  -3.870
H  -7.277  -1.578  -3.530
H  -7.056  0.313  -3.235
H  -7.544  -1.048  0.316
H  -8.102  -2.365  -1.036
H  -8.315  -0.515  -1.317
H  -4.072  -2.071  -1.787
H  -5.399  -3.027  -2.726
H  -3.043  -3.910  -1.226
H  -4.083  -5.468  -0.968
H  -3.333  -4.486  0.544
H  -6.187  -2.316  1.457
H  -4.848  -3.584  1.838
H  -4.278  -1.935  1.119
H  -6.718  -4.796  -1.581
H  -7.388  -4.075  0.129
H  -6.114  -5.520  0.147
H  -4.126  0.708  -3.241
H  -2.510  2.787  -2.327
C  9.054  0.539  -5.672
C  8.160  1.276  -6.666
N  6.888  0.601  -6.936
C  6.168  1.160  -8.086
C  5.675  2.599  -7.976
C  6.056  0.294  -5.771
C  5.627  1.454  -4.880
H  9.244  -0.489  -5.998
H  10.020  1.050  -5.594
H  8.618  0.515  -4.670
H  8.725  1.354  -7.604
H  8.006  2.298  -6.309
H  5.318  0.513  -8.331
H  6.828  1.095  -8.960
H  4.797  2.676  -7.333
H  5.372  2.959  -8.967
H  6.445  3.280  -7.606
H  6.595  -0.431  -5.147
H  5.160  -0.252  -6.095
H  6.443  2.150  -4.671
H  5.276  1.067  -3.917
H  4.796  2.012  -5.318
C  -0.562  -2.349  2.879
C  -1.337  -3.438  3.616
N  -1.045  -4.796  3.149
C  -1.985  -5.799  3.660
C  -2.004  -6.046  5.164
C  0.363  -5.199  3.165
C  1.101  -5.146  4.497
H  -0.725  -2.410  1.798
H  -0.901  -1.362  3.214
H  0.512  -2.406  3.076
H  -2.403  -3.231  3.457
H  -1.155  -3.333  4.690
H  -1.812  -6.753  3.147
H  -2.996  -5.500  3.353
H  -1.140  -6.627  5.489
H  -2.894  -6.630  5.428
H  -2.043  -5.119  5.742
H  0.908  -4.567  2.451
H  0.459  -6.210  2.748
H  0.896  -4.230  5.058
H  2.182  -5.182  4.321
H  0.855  -6.003  5.128
C  -5.520  4.701  4.099
C  -6.771  4.374  3.289
N  -7.545  3.247  3.816
C  -8.575  2.768  2.889
C  -9.715  3.721  2.548
C  -7.965  3.346  5.215
C  -8.818  4.542  5.617
H  -4.872  3.823  4.197
H  -4.946  5.486  3.595
H  -5.764  5.069  5.099
H  -6.436  4.129  2.273
H  -7.382  5.279  3.207
H  -9.000  1.832  3.270
H  -8.080  2.485  1.951
H  -10.430  3.805  3.368
H  -10.270  3.335  1.684
H  -9.362  4.721  2.284
H  -7.064  3.345  5.844
H  -8.488  2.425  5.506
H  -8.451  5.482  5.197
H  -8.810  4.650  6.708
H  -9.861  4.411  5.320

**Frontier orbital gap**: 8.3818 eV
**Total charge**: 0
**SMILES**: C[C@H](Cl)CCOCCOCCCOCCOc1ccc(C(C)(C)CC(C)(C)C)cc1.CCN(CC)CC.CCN(CC)CC.CCN(CC)CC
**LUMO energy**: 0.31 eV
**Molar mass**: 746.65 g mol⁻¹
**DFT total energy**: -71182.0385 eV

---

(4)
The following is a quantum chemistry calculation of a cluster of 2 separate species, C5H6OS in total in a non-equilibrium geometry, from the Open Molecules 2025 dataset.

CARTESIAN COORDINATES (ANGSTROEM)
C  -2.191  0.158  -0.081
C  -1.952  -0.450  1.180
C  -0.751  -0.053  2.038
C  0.284  0.656  1.575
C  1.472  -0.369  -0.302
H  -1.661  1.095  -0.488
H  -3.066  -0.011  -0.733
H  -2.569  -1.212  1.622
H  -0.864  0.054  3.135
H  1.007  1.229  2.001
H  2.520  -1.165  0.571
O  0.507  0.811  0.150
S  1.213  -0.383  -2.110

**Frontier orbital gap**: 7.8871 eV
**Total charge**: 0
**Energy relative to the best compared isomer or geometry (same formula, charge and spin)**: 6.934 eV
**LUMO energy**: -0.94 eV
**Molar mass**: 114.17 g mol⁻¹
**DFT total energy**: -18157.7039 eV

---

(5)
The following is a quantum chemistry calculation of the molecule C3H5NO3S in a non-equilibrium geometry, from the Open Molecules 2025 dataset.

CARTESIAN COORDINATES (ANGSTROEM)
C  -0.974  -0.792  0.087
C  -0.293  0.460  -0.356
C  1.169  0.328  0.047
N  -1.240  -1.727  -0.800
O  -1.369  -0.971  1.259
O  2.847  -1.769  0.606
O  -1.847  -2.739  -0.211
S  1.751  -1.405  -0.287
H  -0.606  0.623  -1.456
H  -0.844  1.191  0.237
H  1.640  1.086  -0.614
H  1.338  0.586  1.041
H  -1.733  -2.394  0.749

**Frontier orbital gap (spin up / spin down)**: 8.9048 / 6.9665 eV
**Total charge**: 0
**Energy relative to the best compared isomer or geometry (same formula, charge and spin)**: 4.629 eV
**LUMO energy (spin up / spin down)**: -1.19 / -2.16 eV
**Molar mass**: 135.14 g mol⁻¹
**DFT total energy**: -21655.5481 eV